{"formula": "C15H14FN2O7P2Zn", "method": "wB97M-V/def2-TZVPD", "e_homo_ev": -5.55, "homo_lumo_gap_ev": 7.82, "charge": -1, "e_above_lowest_ev": 0.237, "elements": ["Zn", "O", "P", "O", "O", "O", "P", "O", "O", "O", "H", "H", "N", "C", "C", "C", "C", "C", "C", "C", "C", "N", "C", "H", "H", "H", "H", "H", "H", "H", "H", "F", "C", "C", "C", "C", "C", "C", "H", "H", "H", "H"], "xyz": [[0.657, -0.318, 0.661], [-1.686, -1.779, 3.742], [-0.116, -1.626, 3.388], [0.700, -1.726, 4.606], [-0.061, -0.397, 2.494], [0.185, -2.923, 2.452], [-0.276, -3.303, 0.945], [-1.848, -3.642, 1.102], [0.465, -4.494, 0.503], [-0.243, -2.019, 0.132], [-1.759, -2.247, 4.581], [-1.928, -4.600, 1.175], [-0.284, -0.447, -2.249], [-0.722, 0.824, -2.420], [-0.797, 1.406, -3.675], [-1.292, 2.705, -3.859], [-1.743, 3.447, -2.805], [-1.657, 2.904, -1.502], [-2.108, 3.618, -0.365], [-1.988, 3.074, 0.875], [-1.359, 1.818, 1.002], [-0.925, 1.128, -0.025], [-1.107, 1.623, -1.289], [-0.488, -1.002, -1.425], [-0.011, -0.966, -3.064], [-0.485, 0.822, -4.532], [-1.335, 3.109, -4.864], [-2.157, 4.438, -2.942], [-2.548, 4.599, -0.506], [-2.331, 3.590, 1.760], [-1.185, 1.368, 1.973], [6.034, 1.476, -1.722], [4.849, 1.085, -1.172], [3.774, 1.943, -1.226], [2.573, 1.522, -0.661], [2.415, 0.274, -0.048], [3.550, -0.544, -0.028], [4.767, -0.157, -0.581], [3.879, 2.911, -1.699], [1.731, 2.208, -0.715], [3.500, -1.528, 0.428], [5.636, -0.802, -0.558]], "forces_ev_per_a": [[0.02, 0.00, 0.01], [-0.04, 0.02, 0.02], [-0.09, -0.01, -0.19], [0.05, 0.03, 0.03], [0.16, -0.12, 0.19], [-0.06, 0.18, -0.08], [-0.04, 0.09, 0.04], [0.02, -0.05, -0.02], [0.01, -0.01, -0.01], [0.05, -0.11, -0.02], [0.01, 0.00, 0.00], [-0.02, 0.02, 0.00], [-0.01, -0.01, 0.00], [0.00, -0.01, 0.03], [0.00, 0.01, 0.00], [0.01, -0.02, -0.01], [0.01, -0.03, 0.02], [-0.05, 0.11, 0.01], [-0.01, 0.02, -0.05], [0.04, -0.09, 0.00], [-0.02, 0.03, 0.07], [0.02, -0.04, -0.15], [0.05, -0.06, 0.06], [0.01, -0.01, 0.02], [0.00, 0.00, 0.00], [0.00, 0.01, -0.01], [0.00, 0.00, 0.00], [0.00, 0.00, 0.00], [0.00, 0.00, -0.01], [0.00, 0.00, 0.01], [-0.01, 0.02, 0.01], [-0.01, 0.00, 0.00], [0.04, 0.00, -0.01], [0.00, -0.03, 0.02], [-0.04, 0.03, -0.01], [-0.07, 0.07, 0.00], [0.02, -0.05, 0.02], [-0.03, 0.03, -0.01], [0.00, 0.00, 0.00], [0.00, 0.00, 0.00], [-0.03, 0.00, 0.00], [0.00, 0.00, 0.00]], "lowdin_charge": [0.70, -0.14, 0.20, -0.29, -0.36, -0.27, 0.20, -0.13, -0.30, -0.36, 0.07, 0.07, 0.15, -0.25, -0.04, -0.10, -0.07, -0.16, -0.02, -0.04, -0.10, 0.09, -0.15, 0.04, 0.11, 0.10, 0.10, 0.10, 0.11, 0.10, 0.10, 0.02, -0.30, -0.04, -0.14, -0.21, -0.13, -0.04, 0.11, 0.08, 0.09, 0.11]}